1.
19
Properties=species:S:1:pos:R:3 method="wB97M-V/def2-TZVPD" e_tot_ha=-307.12080 smiles="C=C(C)CNNC" e_above_lowest_ev=2.9535
N -1.1491 0.7751 -0.5446
N 0.1001 0.6196 -1.1846
C 0.0311 -0.4853 1.3184
C -0.9131 0.6694 0.9342
C 1.4452 -0.0786 1.6951
C 0.1070 0.7744 -2.6928
C -0.4445 -1.7603 1.1913
H -1.8659 0.5185 1.4496
H -0.3601 -0.1335 -3.2510
H -1.7765 0.1049 -0.8884
H 2.2732 -0.5871 1.2041
H 1.6473 -0.3336 2.7613
H -1.4475 -1.9914 0.9164
H 0.1284 -2.6404 1.3256
H -0.4636 1.5365 1.2208
H 1.5421 0.9389 1.5385
H 1.1613 0.7890 -3.0343
H -0.5000 1.6703 -2.9694
H 0.4846 -0.3864 -0.9905



2.
19
Properties=species:S:1:pos:R:3 method="wB97M-V/def2-TZVPD" e_tot_ha=-307.10741 smiles="C=C(N)C[C@H](C)N" e_above_lowest_ev=3.3180
N -2.7680 -0.3016 0.4591
N 1.6045 -0.3367 -1.1487
C 1.1980 -0.2766 0.2343
C -1.3504 -0.2602 -0.3861
C -1.3361 -0.1367 -1.6956
C -0.5237 -0.3755 0.7878
C 1.8062 0.9570 0.8898
H -3.0145 -0.6561 1.3809
H -2.2486 -0.1741 -2.2784
H -0.4138 -0.2588 -2.2569
H 1.8126 0.5658 -1.5664
H 1.6036 0.9823 1.9635
H -0.5822 -1.3505 1.2737
H 2.8974 0.9849 0.7747
H 2.4080 -0.9415 -1.2843
H -0.6165 0.4706 1.4683
H 1.3963 1.8679 0.4392
H 1.5755 -1.1708 0.7428
H -3.4483 0.4107 0.2023



3.
19
Properties=species:S:1:pos:R:3 method="wB97M-V/def2-TZVPD" e_tot_ha=-307.07013 e_above_lowest_ev=4.3325
N 1.4558 -0.2596 2.1894
N 0.6988 -1.5102 0.2600
C -0.9367 -0.3070 -1.0922
C 1.2184 -1.5720 1.6178
C -0.6646 1.5813 -1.4739
C -1.4969 2.2570 -2.2999
C -0.4371 -0.5592 0.2924
H -0.2257 0.4994 0.2373
H 0.4786 -2.1687 2.1372
H 2.1746 -2.0476 1.8233
H -0.2204 -0.7194 -1.8286
H -2.4282 1.8516 -2.6819
H -1.3412 3.3441 -2.3999
H 2.3669 0.0214 2.4978
H 1.4634 -1.1515 -0.2991
H 0.3044 2.1053 -1.2783
H 0.7104 0.1056 2.7768
H -1.9338 -0.4939 -1.4709
H -1.1869 -0.9769 0.9927



4.
19
Properties=species:S:1:pos:R:3 method="wB97M-V/def2-TZVPD" e_tot_ha=-307.14004 smiles="C=CCCNCN" e_above_lowest_ev=2.4301
N 1.2562 -0.2693 0.0501
N 1.0962 -2.1590 -1.4934
C 2.0026 -1.2527 -0.7537
C -2.3627 1.1566 1.9961
C 0.2469 0.5214 -0.6805
C -1.7717 1.0185 0.8123
C -0.4370 1.5094 0.3150
H -0.5657 -0.1547 -0.9298
H 0.2660 1.7619 1.1263
H 2.6558 -1.7382 -0.0387
H 0.6212 1.1719 -1.4579
H 0.6553 -0.8545 0.6298
H -0.6197 2.4914 -0.1234
H -2.2835 0.3275 0.1330
H 2.5509 -0.7353 -1.5367
H -2.3316 2.1293 2.5078
H 0.5571 -2.6666 -0.8030
H -3.0839 0.4657 2.4333
H 1.5475 -2.7233 -2.1865



5.
19
Properties=species:S:1:pos:R:3 method="wB97M-V/def2-TZVPD" e_tot_ha=-306.95642 e_above_lowest_ev=7.4266
N -0.7476 2.3189 -1.2670
N 0.2062 -0.3618 0.1519
C 1.6769 -1.9624 1.0779
C 1.0296 0.0575 -0.9940
C 0.3846 -1.6373 0.6792
C -0.6870 -2.5033 0.7788
C -1.2609 2.6313 0.0159
H 0.4817 -0.0784 -1.9289
H -1.6520 -2.2387 0.3735
H -1.5777 3.6808 0.0779
H 1.9457 -0.5465 -1.0281
H -0.7607 -0.1292 -0.0112
H 2.3816 -1.1564 1.1619
H -2.1733 2.0595 0.2596
H 1.9431 -2.9764 1.3268
H -1.3591 2.7757 -1.9503
H -0.5413 2.3776 0.7948
H 1.3021 1.1027 -0.8765
H -0.5919 -3.4137 1.3578



6.
19
Properties=species:S:1:pos:R:3 method="wB97M-V/def2-TZVPD" e_tot_ha=-307.13743 e_above_lowest_ev=2.5011
N 2.8578 -0.3562 -0.6534
N 0.5053 1.4680 0.0047
C -0.3491 -0.5965 0.9725
C 0.2048 0.1040 -0.1887
C 1.8243 -0.8331 -0.0681
C -1.9750 0.1200 1.1986
C -0.4223 -0.1842 -1.5377
H -0.8623 -1.1828 -1.5686
H -2.3910 0.6354 0.3319
H 0.1578 -0.4085 1.9176
H -1.2110 0.5333 -1.7808
H -2.6277 -0.7091 1.4789
H 0.9463 1.6875 0.8911
H 2.6495 0.5410 -1.1069
H -1.9101 0.8334 2.0230
H 0.3341 -0.1298 -2.3268
H -0.5545 -1.6508 0.8045
H 1.9291 -1.8283 0.3995
H 0.8942 1.9567 -0.7912



7.
19
Properties=species:S:1:pos:R:3 method="wB97M-V/def2-TZVPD" e_tot_ha=-307.09178 e_above_lowest_ev=3.7431
N 2.0678 1.5071 1.4258
N -1.6553 -1.1602 -1.1699
C -0.7148 -1.5779 -0.2485
C -0.9484 -0.8415 -2.3903
C -0.2491 0.7715 0.7007
C 0.1245 -0.7103 0.4757
C 0.6541 1.2226 1.8654
H -0.2865 -1.6585 -2.5076
H -2.2950 -0.6247 -0.5010
H -1.3941 0.8609 0.5277
H -1.6207 -0.7943 -3.2651
H 2.0622 1.7669 0.4489
H 0.1886 2.0054 2.2991
H 1.1216 -0.9670 0.8465
H 0.1242 1.5049 -0.1289
H -0.2282 -2.4919 -0.3307
H 0.6855 0.3191 2.5392
H 2.7035 0.8269 1.5860
H -0.3398 0.0409 -2.1730



8.
19
Properties=species:S:1:pos:R:3 method="wB97M-V/def2-TZVPD" e_tot_ha=-307.15667 smiles="C=NCC[C@@H](C)N" e_above_lowest_ev=1.9776
N -1.6280 -1.0212 0.7758
N 0.8111 1.4078 -1.4727
C 0.6310 -1.6458 1.5270
C -0.3789 1.4136 -0.6313
C -0.1400 -0.6958 0.6440
C 1.1088 0.8593 -2.5579
C 0.0644 0.8294 0.7167
H 0.3927 0.1692 -3.0478
H 0.2741 -2.6836 1.4337
H 1.1643 0.8811 0.7369
H -1.1225 0.7914 -1.1250
H -0.3863 1.2001 1.6487
H 0.0517 -1.0190 -0.3693
H 1.6973 -1.5669 1.3314
H -2.0791 -0.6204 -0.0257
H 0.3269 -1.3375 2.5318
H 2.0088 1.2764 -3.0224
H -2.0542 -0.6704 1.6240
H -0.7421 2.4321 -0.7180



9.
19
Properties=species:S:1:pos:R:3 method="wB97M-V/def2-TZVPD" e_tot_ha=-307.16936 smiles="CCC/C(N)=C/N" e_above_lowest_ev=1.6323
N 1.5466 -0.9561 -0.5358
N -0.0378 -3.0587 0.2253
C -0.5748 2.0858 -1.1249
C -0.4000 -1.7609 0.6852
C 0.3302 -0.7196 0.1771
C -0.9740 1.5551 0.2626
C 0.1905 0.6909 0.7996
H 0.3643 2.6456 -0.9908
H -1.4094 -1.5668 1.0914
H 2.3180 -0.5048 -0.0756
H -1.3116 2.7801 -1.5615
H -1.9299 1.0148 0.0882
H 0.7749 -2.8820 -0.3591
H 1.5967 -1.0805 -1.5300
H 1.0761 1.3159 0.9269
H 0.1146 -3.6709 1.0173
H -0.5154 1.3250 -1.9111
H -1.1408 2.3767 0.9678
H -0.0183 0.4104 1.8473



10.
19
Properties=species:S:1:pos:R:3 method="wB97M-V/def2-TZVPD" e_tot_ha=-307.01489 e_above_lowest_ev=5.8357
N -1.8038 -0.4555 -1.1592
N 2.1512 -0.8753 0.7994
C -0.2139 1.9136 -0.1669
C -0.8551 -0.7962 -1.8654
C 1.3962 0.0111 0.0659
C 0.3305 0.7260 0.5799
C -1.3178 -0.7702 0.9394
H 1.7697 0.2137 -0.9288
H 2.7604 -1.4997 0.2961
H -1.7448 -1.6918 0.5703
H -0.0156 1.8418 -1.2362
H -0.9196 -0.9615 -2.9494
H -1.2956 1.9866 -0.0537
H 1.7672 -1.2044 1.6726
H 0.1809 -0.9369 -1.4332
H 0.2401 2.8374 0.2059
H -0.6359 -1.0793 1.7314
H 0.2847 0.8180 1.6577
H -2.0789 -0.0773 1.2744



11.
19
Properties=species:S:1:pos:R:3 method="wB97M-V/def2-TZVPD" multiplicity=3 e_tot_ha=-306.28859 total_charge=+2 s_squared=2.012 e_above_lowest_ev=1.6060
N 0.3181 -0.0845 -0.0896
N -1.9697 -1.0495 -1.0102
C 2.1189 1.1910 -0.8186
C 1.1144 -1.0135 0.6094
C 0.7013 1.0407 -0.5392
C -1.4699 -0.5344 0.0457
C -2.0182 -0.1705 1.3107
H 0.1349 1.8572 -0.7790
H 1.8475 -1.4643 -0.0266
H -1.5085 -1.2778 -1.8090
H 2.6436 0.2793 -0.6277
H -2.9336 -0.7173 1.4398
H -3.0227 -0.9960 -1.1027
H 2.5328 1.8496 0.0080
H 0.6038 -1.8762 1.0758
H -1.3796 -0.4348 2.1273
H 2.3416 1.5438 -1.8212
H -2.2504 0.8185 1.4929
H 1.6754 -0.5515 1.4623



12.
20
Properties=species:S:1:pos:R:3 method="wB97M-V/def2-TZVPD" multiplicity=2 e_tot_ha=-382.36767 total_charge=-1 s_squared=0.754 e_above_lowest_ev=1.7501
O -2.2503 0.4562 -1.5829
N 1.9816 -0.8428 0.4674
N -2.3282 -0.9409 0.8077
C 1.3747 0.7021 -1.3945
C -0.8911 -1.0786 0.8403
C 1.1435 0.2726 0.0294
C 2.2582 0.4731 1.0031
C -0.2692 0.3148 0.6011
H -0.5062 -1.7345 0.0619
H -2.9014 0.6209 -2.2765
H 2.0208 0.5634 2.0588
H -2.7940 -1.8320 0.8611
H 3.2205 0.8638 0.7043
H 0.5099 0.4570 -2.0113
H 1.5411 1.7698 -1.4711
H -0.5499 -1.4854 1.7994
H -2.5711 -0.4403 -0.0834
H -0.9264 0.7828 -0.1246
H -0.3036 0.8947 1.5165
H 2.2411 0.1833 -1.8070



13.
20
Properties=species:S:1:pos:R:3 method="wB97M-V/def2-TZVPD" multiplicity=2 e_tot_ha=-382.37901 total_charge=-1 s_squared=0.754 e_above_lowest_ev=1.4414
O -1.1824 -2.0425 0.3138
N 1.3137 2.7647 2.3355
N 1.3725 -0.4564 0.4675
C 1.0248 1.7364 1.3657
C -1.6473 -0.7262 -3.0724
C -0.7894 -0.7937 -1.8096
C -1.5455 -1.1531 -0.5565
C 1.6112 0.5607 1.4292
H -0.3154 0.1952 -1.6513
H -2.2216 -1.6427 -3.2034
H -2.3609 0.0984 -3.0148
H 2.2562 -0.8326 0.1464
H 0.0428 -1.4812 -1.9629
H 0.3250 1.9430 0.5639
H 0.4677 3.0699 2.7980
H -2.4497 -0.5354 -0.3893
H 2.3282 0.3860 2.2337
H 1.6910 3.5783 1.8656
H 0.7912 -1.2313 0.8068
H -1.0281 -0.5615 -3.9663



14.
20
Properties=species:S:1:pos:R:3 method="wB97M-V/def2-TZVPD" multiplicity=2 e_tot_ha=-382.38236 total_charge=-1 s_squared=0.756 e_above_lowest_ev=1.3501
O 0.9912 1.8471 -0.4514
N 1.7536 -0.0948 -1.4843
N -3.1017 -1.2652 0.8204
C 3.0789 0.5037 -1.6098
C 0.8621 0.6816 -0.9159
C -0.3645 0.2731 1.8131
C -0.5267 0.0177 -0.7972
C -0.6795 -0.5577 0.5958
H -0.9476 -0.1652 2.6334
H 0.6650 0.2045 2.1502
H 3.2712 1.2818 -0.8553
H -0.6585 1.3171 1.7280
H 3.1691 0.9902 -2.5859
H -3.6105 -0.7969 0.0889
H -3.6710 -1.6129 1.5731
H -0.5909 -0.7870 -1.5303
H -1.2859 0.7664 -0.9895
H -1.9449 -0.7868 0.6298
H -0.2392 -1.5563 0.6827
H 3.8295 -0.2603 -1.4958



15.
20
Properties=species:S:1:pos:R:3 method="wB97M-V/def2-TZVPD" multiplicity=2 e_tot_ha=-382.35240 total_charge=-1 s_squared=0.753 e_above_lowest_ev=2.1655
O -0.1634 -2.9059 0.1671
N -2.0045 -0.0790 0.2889
N 1.6443 1.5785 -0.8226
C 0.5242 1.8083 0.0006
C 0.2338 0.6274 0.9478
C 1.4348 1.5611 -2.1468
C -0.3773 -1.7946 1.0472
C -0.6033 -0.4778 0.3196
H 2.1798 1.1689 -2.8382
H -0.4209 2.1468 -0.4831
H -2.2162 0.8945 0.4312
H 0.7232 2.6973 0.6475
H -0.9662 -3.0168 -0.3674
H 1.2272 0.3020 1.2428
H -2.6955 -0.6637 0.7251
H -0.1937 1.0338 1.8805
H -1.2170 -2.0807 1.7171
H -0.3328 -0.6639 -0.7100
H 0.4258 1.4730 -2.5683
H 0.3088 -1.8867 1.8941



16.
20
Properties=species:S:1:pos:R:3 method="wB97M-V/def2-TZVPD" e_tot_ha=-382.43518 smiles="C[C@H](CCN)NC=O" e_above_lowest_ev=1.8328
O -1.4919 3.5431 -1.4505
N -0.4315 1.7046 -0.5434
N 1.7538 -2.0904 0.3536
C -0.1047 0.2422 -0.4472
C -1.3944 -0.6240 -0.3329
C 0.9677 -1.3252 1.3427
C -1.0926 2.3654 -1.5661
C 0.6898 0.1286 0.9255
H 2.7903 -1.9755 0.3391
H -1.2001 -1.6312 -0.7458
H 0.0888 0.6770 1.7632
H 1.4436 -1.7292 -0.5714
H 0.0209 -1.8993 1.5993
H -2.0979 0.0245 -0.9715
H -0.2949 2.3149 0.2767
H -1.3521 1.8128 -2.4655
H 1.4892 -1.3308 2.2969
H 1.6380 0.6405 0.8848
H 0.3883 -0.0475 -1.4183
H -1.8102 -0.8006 0.7306



17.
20
Properties=species:S:1:pos:R:3 method="wB97M-V/def2-TZVPD" e_tot_ha=-382.27675 e_above_lowest_ev=6.1439
O 2.0366 2.5844 -0.7353
N 0.5341 -0.2395 1.8163
N -0.1691 0.7353 -0.1091
C 0.9436 -1.5110 -0.2077
C -0.3630 0.7439 -1.5532
C -2.2648 -0.5296 0.3014
C 0.4087 -0.2880 0.4798
C 1.7140 1.8285 0.1177
H -2.7478 0.4234 0.4690
H -1.3289 1.2038 -1.7557
H 1.4863 -2.1601 0.4791
H 0.9201 -1.0064 2.3356
H 0.0476 0.4883 2.3150
H -2.1909 -1.1820 1.1638
H -0.3540 -0.2428 -2.0196
H -2.4836 -1.0134 -0.6433
H 1.6117 -1.2167 -1.0166
H 0.4099 1.3599 -2.0186
H 0.1075 -2.0706 -0.6315
H 1.6820 2.0926 1.2128



18.
20
Properties=species:S:1:pos:R:3 method="wB97M-V/def2-TZVPD" e_tot_ha=-382.21439 e_above_lowest_ev=7.8407
O 0.0514 -0.5781 -1.7976
N -1.1786 1.7674 -0.6787
N -0.7486 0.9436 0.3645
C 0.5102 -0.5777 -0.5131
C -1.8811 0.2128 0.8851
C 1.4212 0.3795 -0.1389
C 2.0299 1.2199 0.6496
C 0.4113 -1.8755 0.2394
H -2.3665 -0.4435 0.1363
H -0.6001 2.5947 -0.7513
H 2.3986 -0.5203 -0.9265
H 1.4492 1.8410 1.3157
H -0.6370 -2.1741 0.2951
H 0.8045 -1.7744 1.2469
H -2.6466 0.9063 1.2572
H -1.5581 -0.3924 1.7325
H 3.1022 1.3473 0.5919
H 0.0192 -1.4788 -2.1390
H 0.9715 -2.6508 -0.2867
H -1.5525 1.2532 -1.4823



19.
20
Properties=species:S:1:pos:R:3 method="wB97M-V/def2-TZVPD" e_tot_ha=-382.33239 smiles=N[C@@H]1C[C@H](N)[C@H]1CO e_above_lowest_ev=4.6296
O 1.2010 -1.7242 1.3496
N -0.0361 -1.8108 -1.2871
N -0.2090 2.7442 -0.4322
C 0.9309 -0.3328 1.7506
C -0.7184 -0.7956 -0.4002
C -1.2311 0.5011 -1.1611
C 0.3314 0.1455 0.3659
C -0.4963 1.3460 0.0420
H -1.0770 1.6487 0.9143
H 0.6939 2.4885 -0.9921
H 1.6736 0.3360 2.0072
H 0.1861 -0.2758 2.5661
H 1.1837 0.0549 -0.2968
H 0.8869 -1.7533 0.3462
H -0.5846 0.4907 -2.1310
H -1.5063 -1.3416 0.0782
H -0.6979 -2.4055 -1.8739
H 0.3730 3.2474 0.3723
H -2.2797 0.7242 -1.2133
H 0.3578 -1.1396 -2.1210



20.
20
Properties=species:S:1:pos:R:3 method="wB97M-V/def2-TZVPD" e_tot_ha=-382.41818 smiles="CN(CC=O)CCN" e_above_lowest_ev=2.2954
O 0.6182 1.4151 2.9845
N -0.2715 0.6492 -0.3995
N -0.4069 -2.9762 -1.4867
C -0.2460 -1.8599 -0.5783
C 0.0128 1.1635 1.9841
C -0.1729 -0.5105 -1.2839
C -0.1931 1.8906 -1.1434
C 0.6634 0.6182 0.7006
H 0.6500 -2.0420 0.0129
H -1.0838 1.2661 1.8409
H -1.0299 -0.5254 -1.9515
H 0.3499 -3.1377 -2.1345
H 0.5388 1.9126 -1.9618
H 0.0726 2.7161 -0.4815
H 0.7388 -0.4432 -1.8899
H -1.1710 2.1140 -1.5696
H -1.2994 -3.0202 -1.9532
H 1.0921 -0.3567 0.9127
H 1.5358 1.2901 0.6173
H -1.1112 -1.8617 0.0546



21.
20
Properties=species:S:1:pos:R:3 method="wB97M-V/def2-TZVPD" e_tot_ha=-382.43648 smiles="CNCC(=O)N(C)C" e_above_lowest_ev=1.7974
O 1.1828 -0.3228 -1.7412
N 0.6911 -1.1004 0.3514
N -1.1484 1.4761 -0.2295
C 0.7094 -0.1358 -0.6413
C 0.2961 1.2742 -0.2305
C 0.9817 -2.4486 -0.1406
C -1.7289 2.1613 0.9184
C -0.4393 -1.0302 1.3000
H 0.7719 1.9689 -0.8883
H -1.7513 1.5073 1.7920
H -1.2234 3.0893 1.1737
H -0.5448 -1.9894 1.8016
H -0.2650 -0.1843 1.9660
H 1.0751 -2.5563 -1.2218
H -2.7763 2.3470 0.6750
H 0.2509 -3.1945 0.1533
H -1.3804 -0.8410 0.7923
H -1.3845 2.0247 -1.0464
H 0.7808 1.5983 0.7034
H 1.9582 -2.7582 0.2483



22.
20
Properties=species:S:1:pos:R:3 method="wB97M-V/def2-TZVPD" e_tot_ha=-382.41937 smiles="C=NCC[C@H](N)CO" e_above_lowest_ev=2.2630
O 2.6297 1.4109 1.0594
N 0.2954 0.0489 1.7058
N -1.2435 -1.4020 -1.4992
C -0.7117 0.7330 -0.4751
C -1.7329 -0.3967 -0.5684
C 1.4770 1.5706 0.2365
C 0.5421 0.3831 0.3090
C -1.3865 -2.6154 -1.2326
H -0.9853 -3.3331 -1.9629
H 0.7809 0.6141 2.3781
H -1.8817 -3.1090 -0.3753
H -0.6707 -0.0863 1.9663
H 1.0035 2.4613 0.6181
H -2.7035 -0.0941 -0.9584
H -1.1950 1.5979 -0.0117
H -1.8603 -0.8339 0.4217
H 1.7653 1.6954 -0.8212
H 3.0309 0.5249 0.9911
H 1.1123 -0.4215 -0.1643
H -0.4410 1.0261 -1.4951



23.
20
Properties=species:S:1:pos:R:3 method="wB97M-V/def2-TZVPD" e_tot_ha=-382.31097 e_above_lowest_ev=5.2125
O -1.1353 -1.5382 2.0027
N 0.5600 1.0789 -1.9852
N 2.2041 0.0561 -0.5434
C 0.9472 0.7107 -0.6665
C -0.3126 -0.0662 1.2075
C -0.2804 -0.7109 -0.0165
C -0.6960 -1.5872 -0.8855
C -1.3303 1.0206 1.4518
H 0.9462 1.6072 -0.0478
H -0.8752 2.0086 1.3690
H -0.3321 1.5579 -2.0107
H -2.1676 0.9454 0.7599
H -1.3719 -2.3711 -0.5763
H 0.6237 -0.0089 1.7587
H -1.7285 0.8774 2.4540
H 2.2595 -0.7863 -1.1029
H -0.4485 -2.1976 2.1634
H 2.9817 0.6649 -0.7764
H -0.3876 -1.5596 -1.9243
H 0.5438 0.2982 -2.6313



24.
20
Properties=species:S:1:pos:R:3 method="wB97M-V/def2-TZVPD" e_tot_ha=-382.34008 e_above_lowest_ev=4.4206
O 3.6640 -1.2187 -0.0502
N 2.6964 -0.2214 -0.2963
N 0.8081 0.6372 0.8559
C -1.6730 -1.0437 0.1943
C -3.1439 -0.7765 -0.0136
C 1.6752 -0.2760 0.6597
C -2.1379 0.3183 -0.1964
C 0.8920 1.7573 -0.0844
H 1.6368 -1.2224 1.1653
H -3.8217 -0.7645 0.8296
H -1.1391 -1.7165 -0.5127
H 1.7221 2.4416 0.1691
H 3.1889 0.6719 -0.3450
H -0.0231 2.3652 -0.0413
H 3.5991 -1.8224 -0.8027
H -1.3630 -1.1691 1.2393
H -2.0599 1.1166 0.5289
H 1.0190 1.4342 -1.1326
H -1.9406 0.6321 -1.2250
H -3.5994 -1.1433 -0.9419



25.
20
Properties=species:S:1:pos:R:3 method="wB97M-V/def2-TZVPD" e_tot_ha=-382.36737 e_above_lowest_ev=3.6780
O 2.6588 1.1165 -0.6992
N -1.0000 -1.2223 -0.7423
N 1.6657 -0.9133 -1.4257
C -2.0856 0.8496 -0.0450
C 1.6360 0.3435 -1.1498
C -0.7301 -0.5591 1.6254
C -1.0936 -0.2469 0.2179
C 0.4045 0.3010 1.1115
H -1.8850 1.7043 0.5998
H -0.1064 -1.7613 -0.6649
H -1.3844 -0.1554 2.3987
H -0.4572 -1.5959 1.8054
H -0.9753 -0.8659 -1.6920
H 2.4771 -1.3979 -1.0449
H 0.3521 1.3559 1.3553
H 0.8946 0.9610 -1.6426
H 3.4013 0.5595 -0.4273
H -3.0920 0.4849 0.1800
H -2.0547 1.1682 -1.0878
H 1.3743 -0.1265 1.3274